[1]
Molecular formula: C17H43N2O6S
Method: DFT, ωB97M-V/def2-TZVPD

Each line ends with the natural charge from an NBO analysis.
Cartesian coordinates (Å):
N  -1.86  -4.34  -1.33  -0.834
C  -1.93  -5.65  -1.98  -0.218
C  -2.42  -6.80  -1.07  -0.430
C  -1.79  -6.82  0.36  -0.551
S  -0.82  -8.32  0.76  0.601
C  1.00  -8.05  0.66  -0.530
C  1.42  -6.57  0.53  -0.248
N  1.00  -5.95  -0.75  -0.832
H  -2.24  -4.33  -0.40  0.352
H  -0.93  -3.95  -1.37  0.385
H  -0.97  -5.85  -2.49  0.190
H  -2.67  -5.56  -2.79  0.208
H  -2.16  -7.75  -1.57  0.210
H  -3.51  -6.80  -1.02  0.244
H  -1.22  -5.90  0.55  0.287
H  -2.61  -6.80  1.10  0.268
H  -1.10  -9.21  -0.25  0.192
H  1.46  -8.44  1.58  0.275
H  1.39  -8.64  -0.18  0.258
H  2.52  -6.58  0.51  0.234
H  1.15  -5.97  1.41  0.212
H  1.81  -5.71  -1.30  0.386
H  0.53  -6.70  -1.24  0.340
C  -0.89  1.90  2.18  -0.255
O  -0.85  0.55  1.74  -0.553
C  -1.69  0.27  0.64  -0.090
C  -0.97  -0.44  -0.50  -0.076
O  0.04  0.31  -1.17  -0.540
C  1.22  0.68  -0.47  -0.084
C  2.14  -0.45  -0.04  -0.093
O  1.56  -1.29  0.94  -0.543
C  1.62  -2.67  0.65  -0.248
H  -1.65  2.00  2.97  0.176
H  0.08  2.15  2.60  0.192
H  -1.10  2.60  1.37  0.175
H  -2.17  1.17  0.25  0.177
H  -2.49  -0.40  1.00  0.173
H  -1.71  -0.65  -1.27  0.191
H  -0.58  -1.41  -0.18  0.158
H  0.98  1.33  0.37  0.185
H  1.78  1.30  -1.17  0.192
H  3.04  -0.01  0.40  0.187
H  2.45  -1.02  -0.93  0.168
H  1.56  -2.86  -0.42  0.163
H  0.77  -3.15  1.14  0.174
H  2.54  -3.10  1.06  0.169
C  2.78  7.31  1.43  -0.251
O  1.38  7.44  1.25  -0.550
C  0.99  8.52  0.41  -0.091
C  0.02  8.10  -0.68  -0.080
O  0.53  7.21  -1.67  -0.539
C  0.89  5.89  -1.30  -0.080
C  -0.25  4.97  -0.85  -0.091
O  -0.83  5.39  0.37  -0.551
C  -2.25  5.48  0.33  -0.251
H  3.10  7.87  2.31  0.175
H  3.00  6.25  1.59  0.184
H  3.34  7.64  0.55  0.170
H  1.86  9.01  -0.04  0.173
H  0.49  9.26  1.05  0.181
H  -0.25  9.00  -1.23  0.189
H  -0.91  7.72  -0.27  0.175
H  1.70  5.90  -0.57  0.178
H  1.31  5.44  -2.21  0.186
H  0.17  3.97  -0.69  0.172
H  -0.99  4.90  -1.65  0.174
H  -2.62  5.77  -0.65  0.172
H  -2.56  6.24  1.05  0.193
H  -2.69  4.52  0.63  0.165

Summary:
**E**: -44414.5491 eV
**E_HOMO**: -10.155 eV
**Charge**: +1
**E_LUMO**: -3.618 eV

[2]
Molecular formula: C17H44B3FN16O11
Method: DFT, ωB97M-V/def2-TZVPD

Each line ends with the Löwdin charge.
Cartesian coordinates (Å):
C  1.76  -2.99  -2.20  0.049
B  2.04  -1.42  -2.23  -0.480
O  2.82  -0.70  -1.27  0.277
B  2.10  0.42  -0.84  -0.625
F  2.63  1.09  0.25  0.184
O  0.94  0.93  -1.42  0.296
B  0.47  0.15  -2.51  -0.456
C  -1.05  -0.04  -2.94  -0.038
C  -2.10  0.25  -1.78  -0.149
C  -3.41  -0.53  -2.19  -0.222
C  -4.23  0.09  -3.25  -0.043
C  -5.42  -0.63  -3.68  -0.080
C  -5.74  -1.92  -3.07  -0.100
C  -4.94  -2.51  -2.01  -0.065
C  -3.74  -1.79  -1.57  -0.035
O  1.45  -0.59  -3.26  0.198
H  1.46  -3.40  -3.20  0.098
H  2.60  -3.58  -1.76  0.078
H  0.86  -3.17  -1.53  0.072
H  -1.17  -1.14  -3.18  0.138
H  -1.33  0.51  -3.88  0.124
H  -1.76  -0.12  -0.79  0.110
H  -2.37  1.34  -1.73  0.116
H  -3.92  1.06  -3.69  0.104
H  -6.03  -0.19  -4.50  0.095
H  -6.64  -2.45  -3.46  0.093
H  -5.19  -3.49  -1.55  0.099
H  -3.06  -2.18  -0.79  0.088
C  -1.21  -4.73  -0.12  -0.697
O  -1.48  -4.23  -1.21  0.001
N  -0.77  -3.99  0.94  0.156
N  -1.31  -6.06  0.12  0.165
H  -0.54  -4.38  1.83  0.095
H  -0.68  -3.00  0.80  0.093
H  -1.63  -6.64  -0.63  0.111
H  -1.09  -6.48  1.01  0.056
C  5.12  1.50  -4.08  -0.683
O  6.08  1.35  -3.35  0.042
N  3.94  0.84  -3.90  0.169
N  5.14  2.34  -5.16  0.147
H  3.14  0.95  -4.50  0.090
H  3.89  0.21  -3.12  0.084
H  5.99  2.85  -5.33  0.105
H  4.36  2.48  -5.77  0.090
C  2.80  -1.36  -7.54  -0.690
O  1.92  -2.20  -7.46  0.033
N  3.21  -0.85  -8.73  0.145
N  3.45  -0.87  -6.45  0.152
H  3.93  -0.16  -8.83  0.090
H  2.76  -1.19  -9.56  0.104
H  3.17  -1.22  -5.55  0.088
H  4.18  -0.18  -6.50  0.077
C  0.49  4.38  1.78  -0.678
O  0.59  5.16  2.72  0.007
N  1.54  4.10  0.95  0.153
N  -0.66  3.72  1.49  0.168
H  1.48  3.47  0.18  0.078
H  2.41  4.56  1.14  0.103
H  -1.46  3.91  2.08  0.060
H  -0.75  3.09  0.72  0.090
C  -2.70  5.64  4.26  -0.671
O  -2.58  4.80  3.39  0.011
N  -3.88  5.89  4.88  0.154
N  -1.66  6.40  4.68  0.158
H  -4.00  6.57  5.60  0.097
H  -4.68  5.34  4.60  0.083
H  -0.77  6.24  4.23  0.077
H  -1.73  7.10  5.39  0.090
C  4.67  0.95  3.61  -0.693
O  5.55  0.16  3.92  0.014
N  4.26  1.11  2.32  0.149
N  4.03  1.73  4.52  0.146
H  3.54  1.75  2.05  0.069
H  4.71  0.55  1.62  0.105
H  4.30  1.63  5.48  0.101
H  3.30  2.38  4.28  0.092
C  -5.34  3.76  7.28  -0.680
O  -5.58  4.10  6.13  0.015
N  -4.06  3.55  7.72  0.156
N  -6.31  3.55  8.21  0.148
H  -3.84  3.27  8.65  0.093
H  -3.32  3.70  7.06  0.104
H  -7.26  3.69  7.92  0.105
H  -6.13  3.27  9.15  0.092
C  1.32  -7.32  2.26  -0.674
O  0.17  -7.64  1.98  0.003
N  1.94  -7.77  3.39  0.157
N  2.07  -6.50  1.48  0.163
H  2.88  -7.53  3.64  0.099
H  1.41  -8.38  3.99  0.109
H  1.64  -6.15  0.64  0.098
H  3.01  -6.23  1.70  0.100

Summary:
**E**: -69470.4821 eV
**E_HOMO**: -8.619 eV
**E_LUMO**: 0.016 eV

[3]
Molecular formula: C17H44ClN11O5
Method: DFT, ωB97M-V/def2-TZVPD

Each line ends with the Löwdin charge.
Cartesian coordinates (Å):
H  -2.14  -4.33  0.61  0.050
N  -2.38  -3.65  -0.11  0.142
C  -1.33  -3.15  -0.62  -0.408
C  -1.51  -2.14  -1.74  -0.035
C  0.07  -3.56  -0.18  -0.137
C  0.84  -2.48  0.58  -0.750
Cl  2.40  -3.30  1.14  0.674
C  0.05  -1.98  1.81  -0.249
N  0.73  -1.63  3.04  0.014
O  1.11  -1.47  -0.32  -0.110
C  1.73  -0.25  0.09  -0.393
N  3.19  -0.35  0.09  0.078
C  1.25  0.83  -0.88  -0.132
C  1.10  2.22  -0.26  -0.186
C  0.11  2.33  0.90  -0.207
C  -1.26  1.69  0.67  -0.208
C  -2.20  1.96  1.85  -0.227
C  -3.51  1.17  1.77  -0.256
C  -3.33  -0.34  2.03  -0.106
H  -0.61  -1.60  -1.99  0.066
H  -2.28  -1.42  -1.44  0.063
H  -1.88  -2.66  -2.63  0.086
H  0.67  -3.86  -1.05  0.128
H  -0.03  -4.42  0.49  0.110
H  -0.69  -2.75  2.05  0.123
H  -0.51  -1.12  1.45  0.095
H  0.88  -2.43  3.63  0.053
H  1.60  -1.14  2.91  0.052
H  1.41  0.01  1.10  0.123
H  3.48  -1.21  -0.36  0.061
H  3.54  -0.38  1.04  0.064
H  0.33  0.53  -1.38  0.108
H  2.02  0.89  -1.66  0.116
H  0.75  2.88  -1.06  0.114
H  2.08  2.61  0.05  0.103
H  0.54  1.89  1.82  0.104
H  -0.05  3.39  1.12  0.118
H  -1.73  2.14  -0.22  0.117
H  -1.17  0.62  0.47  0.089
H  -1.69  1.74  2.79  0.113
H  -2.43  3.03  1.84  0.112
H  -4.21  1.57  2.52  0.098
H  -3.97  1.34  0.79  0.103
H  -4.17  -0.74  2.61  0.067
H  -2.43  -0.52  2.61  0.060
H  -3.28  -0.92  1.11  0.054
N  5.29  3.14  -0.02  0.148
C  5.58  3.85  -1.16  -0.689
N  5.72  3.09  -2.29  0.145
O  5.71  5.06  -1.16  0.024
H  5.17  2.14  -0.01  0.076
H  5.17  3.66  0.82  0.100
H  5.93  3.57  -3.14  0.099
H  5.60  2.09  -2.30  0.087
N  -3.38  0.67  -5.40  0.156
C  -3.38  0.24  -4.09  -0.670
N  -4.24  -0.78  -3.81  0.160
O  -2.67  0.76  -3.25  0.008
H  -3.96  0.26  -6.11  0.092
H  -2.74  1.40  -5.64  0.106
H  -4.26  -1.12  -2.86  0.097
H  -4.82  -1.22  -4.49  0.095
N  -3.48  5.85  -1.69  0.145
C  -2.83  4.72  -2.12  -0.686
N  -3.63  3.76  -2.67  0.158
O  -1.63  4.57  -2.00  0.021
H  -4.47  5.99  -1.77  0.086
H  -2.92  6.57  -1.27  0.099
H  -3.19  2.87  -2.88  0.061
H  -4.62  3.85  -2.76  0.089
N  4.61  -5.55  3.21  0.150
C  4.08  -5.88  4.44  -0.685
N  2.96  -5.17  4.78  0.147
O  4.57  -6.73  5.15  0.028
H  4.20  -4.84  2.63  0.033
H  5.42  -6.04  2.91  0.102
H  2.55  -5.37  5.67  0.100
H  2.56  -4.47  4.19  0.063

Summary:
**E**: -57498.2857 eV
**E_HOMO**: -9.745 eV
**SMILES string**: [H]/N=C(/C)C[C@](Cl)(CN)O[C@@H](N)CCCCCCC.NC(N)=O.NC(N)=O.NC(N)=O.NC(N)=O
**E_LUMO**: 0.323 eV